*P*
This record from OMol25 describes a 2-piece molecular cluster, C5H15N2S overall. The level of theory is ωB97M-V/def2-TZVPD.

```
23
Properties=species:S:1:pos:R:3
C -0.8204 -1.0481 -1.8475
C 0.3407 -1.6976 -1.9853
N 1.2426 -1.4491 -2.9931
N -1.7229 -1.3803 -0.7302
H -1.1350 -0.2603 -2.5128
H 0.6249 -2.4940 -1.3062
H 2.2137 -1.5544 -2.7249
H 1.0524 -0.6203 -3.5319
H -2.6918 -1.2042 -0.9951
H -1.4581 -0.7815 0.1101
H -1.6222 -2.3555 -0.4389
C 1.0918 3.2083 0.7041
C 0.3730 1.8532 0.6025
C 0.6773 0.9959 1.8110
S -0.5964 -0.3228 2.0727
H 0.9945 3.7552 -0.2334
H 2.1467 3.0777 0.9366
H 0.6192 3.8226 1.4684
H -0.7025 2.0200 0.5012
H 0.6732 1.3483 -0.3198
H 0.6999 1.5497 2.7468
H 1.6408 0.4987 1.7179
H 0.2214 -1.3763 2.1542
```

net charge = +1
orbital gap = 0.36172 hartree
highest occupied orbital energy = -12.9 eV

Calculated atomic charges, method Löwdin, unit e: -0.120, -0.185, 0.085, 0.140, 0.123, 0.132, 0.109, 0.102, 0.166, 0.021, 0.161, -0.097, -0.345, -0.511, 0.763, 0.076, 0.080, 0.080, 0.097, 0.092, 0.075, 0.081, -0.124

***

*Q*
This record from OMol25 describes a 2-piece molecular cluster, C5H15N2S overall. The level of theory is ωB97M-V/def2-TZVPD.

```
23
Properties=species:S:1:pos:R:3
C 0.2530 2.5161 -0.1615
C 0.2466 -1.3117 1.8963
C -2.0184 -1.2179 -1.1987
C 2.4657 -0.0128 -0.3743
C -0.1727 0.1051 -0.0999
N -0.4335 -0.2325 1.2281
N -1.4939 0.1117 -0.8336
S 0.9582 -0.7644 -1.0725
H 0.8533 2.9967 0.5702
H -0.7330 2.9445 -0.3142
H 0.6770 2.2216 -1.2103
H -0.3220 -2.1519 2.0162
H 1.1210 -1.6442 1.4284
H 0.5684 -1.0539 2.9074
H -2.4009 -1.8460 -0.3138
H -2.8790 -1.3130 -1.9338
H -1.2879 -1.7753 -1.6731
H 2.1254 0.7993 0.1239
H 3.1369 0.4128 -1.1316
H 3.1234 -0.7206 0.0181
H -0.3396 0.6113 1.7547
H -2.0605 0.5125 -0.0126
H -1.3874 0.8126 -1.6136
```

net charge = +1
orbital gap (alpha / beta) = 0.30141 / 0.29882 hartree
highest occupied orbital energy (alpha / beta) = -12.5 / -12.3 eV

Calculated atomic charges, method Löwdin, unit e: 0.094, -0.085, -0.054, -0.304, -0.663, -0.070, -0.033, 0.965, 0.011, 0.007, 0.056, 0.056, 0.045, 0.109, 0.141, 0.130, 0.023, -0.023, 0.067, 0.033, 0.112, 0.200, 0.183

***

*P* has the most favorable energy; the next structure is 0.1571 hartree above.

***

*P*
This record from OMol25 describes C7H17N in the gas phase. The level of theory is ωB97M-V/def2-TZVPD.

```
25
Properties=species:S:1:pos:R:3
C 0.3148 1.0016 0.6865
N -0.4789 1.1031 1.9296
C 0.1779 0.4285 3.0514
C 0.3271 -1.1924 2.9318
C -0.1107 1.3909 -0.7502
C 0.2018 -1.5291 -2.8412
C 0.0773 -0.0467 -2.6036
C -0.9490 0.3635 -1.5890
H 0.4355 -0.0134 0.5484
H 1.3355 1.3826 0.8822
H -1.3841 0.7368 1.8566
H 1.1602 0.9805 3.0207
H -0.4681 0.6668 3.8985
H 0.7114 -1.7751 2.1064
H 0.8110 -1.4611 3.8246
H -0.6409 -1.5727 3.0270
H -0.5518 2.5117 -0.9023
H 0.7779 1.6010 -1.1610
H 1.0967 -2.0836 -2.3338
H 0.6104 -1.8743 -3.8072
H -0.7699 -2.0043 -2.7493
H -0.4988 0.3846 -3.4474
H 0.9135 0.6424 -2.5696
H -1.3435 -0.4871 -1.0167
H -1.7554 0.8459 -1.9926
```

orbital gap = 0.34907 hartree
highest occupied orbital energy = -8.4 eV

Calculated atomic charges, method Löwdin, unit e: -0.219, -0.103, -0.232, -0.067, -0.179, -0.120, -0.287, -0.200, 0.065, 0.124, 0.074, 0.112, 0.102, 0.057, 0.036, 0.033, 0.158, 0.022, 0.101, 0.060, 0.067, 0.114, 0.099, 0.116, 0.066

***

*Q*
This record from OMol25 describes C7H17N as an isolated structure. The level of theory is ωB97M-V/def2-TZVPD.

```
25
Properties=species:S:1:pos:R:3
C 1.4162 1.3694 -0.6149
C 2.6071 1.1499 0.2770
C 0.4451 2.2822 -0.3276
H 1.5702 1.0995 -1.6571
H 0.6485 -0.2380 -0.4294
H 2.3522 1.3369 1.3207
H 3.4181 1.8266 -0.0007
H 2.9885 0.1339 0.1870
H -0.2092 2.6594 -1.0991
H 0.4389 2.7887 0.6295
H -0.9074 1.0667 0.5313
C -2.6851 -0.0164 0.2822
C 0.4051 -2.0770 0.7346
N -1.2737 0.0714 0.6654
C -0.1440 -1.1112 -0.2887
C -0.7110 -1.5774 -1.4435
H -1.1621 -0.1516 1.6497
H -2.9579 -1.0680 0.1955
H -3.3375 0.4838 1.0052
H -2.8092 0.4484 -0.6910
H 1.2814 -2.5849 0.3298
H -0.3385 -2.8288 1.0044
H 0.7157 -1.5430 1.6351
H -0.6505 -2.6228 -1.7078
H -1.1006 -0.8975 -2.1876
```

orbital gap = 0.25454 hartree
highest occupied orbital energy = -6.1 eV

Calculated atomic charges, method Löwdin, unit e: -0.277, -0.100, -0.055, 0.112, 0.067, 0.077, 0.080, 0.071, 0.061, 0.065, 0.083, -0.116, -0.098, -0.045, -0.413, -0.105, 0.108, 0.077, 0.076, 0.079, 0.079, 0.074, 0.063, 0.021, 0.017

***

*R*
This record from OMol25 describes C7H17N as an isolated structure. The level of theory is ωB97M-V/def2-TZVPD.

```
25
Properties=species:S:1:pos:R:3
C 0.4704 -1.4918 -1.4263
C -0.6234 -0.2786 -1.4515
C -2.0288 -0.9977 -0.9602
N -0.2948 1.0360 -1.0411
C -0.4216 0.6893 0.2262
C 0.6085 0.6791 1.3265
C 0.3498 -0.5502 2.2669
C 2.0678 0.7877 0.8151
H 0.1421 -2.3548 -2.0602
H 0.7442 -1.9286 -0.4333
H 1.4475 -1.1846 -1.8321
H -0.8103 -0.2090 -2.5465
H -3.0078 -0.4656 -0.9951
H -2.1136 -1.9096 -1.5565
H -1.8102 -1.2997 0.0679
H -1.3745 0.9262 0.7397
H -0.9401 3.3054 -1.4968
H -1.1249 3.7617 -0.9170
H 0.4498 1.6612 1.8191
H 0.2987 -1.3601 1.5447
H 1.2345 -0.7384 2.9395
H -0.5484 -0.5676 2.8731
H 2.4902 -0.1856 0.4012
H 2.1492 1.5493 0.0401
H 2.6458 1.1258 1.6566
```

orbital gap = 0.28017 hartree
highest occupied orbital energy = -7.7 eV

Calculated atomic charges, method Löwdin, unit e: -0.070, -0.455, -0.064, 0.016, -0.181, -0.368, -0.049, -0.076, 0.073, 0.055, 0.064, 0.122, 0.081, 0.059, 0.043, 0.140, 0.007, 0.013, 0.148, 0.047, 0.097, 0.071, 0.095, 0.071, 0.061

***

*P* has the most favorable energy; the next structure is 0.0402 hartree above.

***

*P*
This record from OMol25 describes C7H17N in the gas phase. The level of theory is ωB97M-V/def2-TZVPD.

```
25
Properties=species:S:1:pos:R:3
C -0.4914 -0.2436 0.3280
C -1.0872 0.5104 1.5413
C -2.0859 -0.3977 2.2676
C -1.7485 1.8517 1.3263
C 0.8318 0.2777 -0.2506
N 1.1108 -0.4756 -1.4872
C 1.7335 0.3085 -2.5911
C 1.7871 -1.8487 -1.1525
H -1.2745 -0.1980 -0.4960
H -0.4881 -1.2831 0.6866
H -0.2804 0.6520 2.2874
H -1.7110 -1.4035 2.4279
H -2.4514 -0.0313 3.2026
H -2.9637 -0.3409 1.5882
H -1.1165 2.7169 1.1035
H -2.3419 1.9037 2.2216
H -2.4416 1.8536 0.4411
H 1.6046 0.0918 0.4970
H 0.8337 1.3263 -0.5657
H 2.5563 -0.2655 -3.0362
H 0.8751 0.3244 -3.2563
H 1.8539 1.3670 -2.3494
H 1.7170 -2.5761 -1.9407
H 1.2199 -2.1701 -0.3046
H 2.8419 -1.6692 -1.0214
```

orbital gap = 0.33142 hartree
highest occupied orbital energy = -7.9 eV

Calculated atomic charges, method Löwdin, unit e: -0.173, -0.465, -0.096, -0.091, -0.219, -0.268, -0.089, -0.042, 0.137, 0.094, 0.135, 0.073, 0.062, 0.094, 0.075, 0.060, 0.094, 0.111, 0.110, 0.077, 0.068, 0.069, 0.064, 0.052, 0.067

***

*Q*
This record from OMol25 describes C7H17N as an isolated structure. The level of theory is ωB97M-V/def2-TZVPD.

```
25
Properties=species:S:1:pos:R:3
C 2.4137 -0.6550 -0.3235
C -1.0963 -1.7168 -0.3221
C 2.1959 -0.9516 1.0590
C -1.0411 -0.3561 0.3002
N -0.4091 -0.2469 1.4317
H -0.4620 0.6665 1.8707
H 2.3334 -1.4934 -1.0095
H 3.2789 -0.0324 -0.5273
H -1.2479 -1.6539 -1.3982
H -0.1715 -2.2586 -0.1298
H -1.9294 -2.2781 0.1138
H 0.8191 -0.6698 1.3827
H 2.2688 -1.9965 1.3557
H 2.6588 -0.2754 1.7668
C -1.8984 0.7201 -0.3005
C -1.8965 2.0581 0.4322
C 1.1823 0.5138 -1.2797
H -1.5790 0.8676 -1.3375
H -2.9216 0.3281 -0.3504
H -2.2717 1.9599 1.4523
H -0.8954 2.4886 0.4623
H 0.9710 1.4344 -0.7365
H 1.9147 0.7237 -2.0581
H 0.3244 0.0577 -1.7685
H -2.5412 2.7663 -0.0860
```

orbital gap = 0.28960 hartree
highest occupied orbital energy = -7.0 eV

Calculated atomic charges, method Löwdin, unit e: -0.221, -0.031, -0.224, -0.407, 0.117, 0.086, 0.069, 0.062, 0.080, 0.083, 0.094, 0.069, 0.048, 0.042, -0.213, -0.104, -0.049, 0.105, 0.124, 0.076, 0.068, 0.027, 0.023, 0.002, 0.075

***

*P* has the most favorable energy; the next structure is 0.0685 hartree above.

***

*P*
This record from OMol25 describes BrH2PS in the gas phase. The level of theory is ωB97M-V/def2-TZVPD.

```
5
Properties=species:S:1:pos:R:3
P 0.0042 0.0660 0.0652
S 1.5504 0.9288 0.4306
Br -2.1130 0.0859 0.7182
H 0.4401 -1.2249 0.0594
H 0.1183 0.1442 -1.2734
```

orbital gap = 0.32137 hartree
highest occupied orbital energy = -9.2 eV

Calculated atomic charges, method Löwdin, unit e: -0.255, 0.175, 0.261, -0.084, -0.097

***

*Q*
This record from OMol25 describes BrH2PS in the gas phase. The level of theory is ωB97M-V/def2-TZVPD.

```
5
Properties=species:S:1:pos:R:3
P 0.0386 -0.9046 0.1055
S -1.6980 -1.6551 0.0622
Br -3.6082 0.2922 -0.1402
H 0.4942 -0.0825 -0.9651
H 0.3915 0.0598 1.0813
```

orbital gap (alpha / beta) = 0.26154 / 0.25783 hartree
highest occupied orbital energy (alpha / beta) = -9.6 / -9.6 eV

Calculated atomic charges, method Löwdin, unit e: 0.273, 0.068, -0.146, -0.096, -0.100

***

*P* has the most favorable energy; the next structure is 0.0243 hartree above.

***

*P*
This record from OMol25 describes C10H10 in the gas phase. The level of theory is ωB97M-V/def2-TZVPD.

```
20
Properties=species:S:1:pos:R:3
C -1.3565 -2.5238 -1.5360
C -1.4701 -1.5179 -2.4900
C -0.5714 -2.3431 -0.3470
C -0.9240 -0.2754 -2.2410
C -0.0741 -1.1021 -0.0869
C -0.2818 -0.1279 -1.0038
C 1.1597 3.2271 1.0434
C 0.7429 1.8942 1.3848
C 0.4303 -0.6043 1.2352
C 1.1593 0.6751 0.9570
H -1.7967 -3.3963 -1.9243
H -2.1477 -1.7863 -3.2982
H -0.6023 -3.1512 0.4185
H -0.9485 0.6850 -2.8307
H 0.7378 3.9807 1.6420
H 2.1720 3.2296 0.4786
H -0.1641 1.7948 1.8758
H -0.4297 -0.4099 1.7691
H 1.1066 -1.2025 1.8556
H 2.1954 0.5287 0.5950
```

orbital gap (alpha / beta) = 0.31951 / 0.28192 hartree
highest occupied orbital energy (alpha / beta) = -8.9 / -7.8 eV

Calculated atomic charges, method Löwdin, unit e: -0.076, -0.120, -0.027, -0.082, -0.288, 0.095, 0.041, -0.210, -0.156, -0.127, 0.079, 0.103, 0.124, 0.117, 0.019, 0.087, 0.073, 0.092, 0.128, 0.126

***

*Q*
This record from OMol25 describes C10H10 in the gas phase. The level of theory is ωB97M-V/def2-TZVPD.

```
20
Properties=species:S:1:pos:R:3
C -3.4536 -0.0837 0.3417
C -2.2527 0.0645 0.2410
C -0.8833 -0.0586 -0.0551
C -0.0268 0.9170 -0.2684
C -0.2518 -1.4996 -0.1432
C -1.0449 -2.5709 -0.2006
C 1.9654 -0.3234 0.5865
C 1.3468 0.3110 -0.5602
C 1.1928 -1.2138 -0.3298
C -0.3917 2.3746 -0.2566
H -4.4579 -0.2944 0.5349
H -0.7513 -3.4438 -0.6291
H -2.1731 -2.4353 -0.2845
H 3.0885 -0.4910 0.6771
H 1.4646 -0.1823 1.6014
H 1.8134 0.8403 -1.4231
H 1.7537 -1.9785 -0.9403
H -0.0081 2.8701 0.6965
H -1.5251 2.2374 -0.0758
H -0.1820 3.0044 -1.0921
```

orbital gap = 0.34598 hartree
highest occupied orbital energy = -8.4 eV

Calculated atomic charges, method Löwdin, unit e: 0.145, -0.112, -0.189, -0.210, -0.178, 0.070, -0.104, -0.186, -0.184, -0.020, 0.018, 0.019, 0.084, 0.130, 0.143, 0.156, 0.158, 0.106, 0.092, 0.062

***

*Q* has the most favorable energy; the next structure is 0.0321 hartree above.

***

*P*
This record from OMol25 describes a 3-piece molecular cluster, C5H12S2 overall. The level of theory is ωB97M-V/def2-TZVPD.

```
19
Properties=species:S:1:pos:R:3
C -0.8763 -1.1535 0.9986
C 0.3378 -0.8809 -1.3256
C 2.6282 1.5665 -0.5049
C 3.3786 1.9761 0.5049
C 0.1930 -1.2685 -0.0595
S -6.1845 0.5295 -0.3168
S 1.7643 -2.2647 0.2162
H -0.6793 -0.3882 1.7187
H -1.8794 -1.0384 0.6274
H -1.0897 -2.0314 1.6636
H -0.4197 -0.3567 -1.7975
H -5.6727 0.9808 0.7689
H 1.2046 -0.9707 -1.8035
H 1.9196 2.2120 -0.9356
H 2.6836 0.6019 -1.0862
H 4.2139 1.4202 0.8272
H 3.3003 2.9304 0.9591
H -6.0212 1.4246 -1.2165
H 1.1990 -3.2890 0.7615
```

orbital gap = 0.33832 hartree
highest occupied orbital energy = -8.5 eV

Calculated atomic charges, method Löwdin, unit e: -0.104, -0.092, -0.076, -0.060, -0.581, 0.527, 0.717, 0.066, 0.066, 0.087, 0.048, -0.263, -0.020, 0.027, 0.054, 0.031, 0.036, -0.264, -0.197

***

*Q*
This record from OMol25 describes C5H12S2 in the gas phase. The level of theory is ωB97M-V/def2-TZVPD.

```
19
Properties=species:S:1:pos:R:3
C -1.4777 1.6705 1.6842
C -2.3723 0.6417 0.9942
C 0.0570 1.4266 1.7066
S 0.6873 1.3444 -0.0669
S 0.3522 -0.5998 -0.6723
C 1.8286 -1.2059 -1.4744
C 1.6108 -2.2838 -2.4149
H -1.7650 1.9066 2.7382
H -1.7338 2.7258 1.3541
H -3.1845 1.2793 0.5021
H -2.8749 -0.1728 1.6485
H -1.8591 -0.0296 0.3337
H 0.5125 2.2591 2.1743
H 0.5542 0.5384 2.1809
H 2.4440 -0.3641 -1.8619
H 2.4449 -1.7021 -0.7351
H 1.1891 -1.7914 -3.3093
H 0.9680 -3.0701 -2.0583
H 2.6185 -2.5727 -2.7236
```

orbital gap = 0.32385 hartree
highest occupied orbital energy = -8.0 eV

Calculated atomic charges, method Löwdin, unit e: -0.350, -0.144, -0.498, 0.477, 0.508, -0.685, -0.202, 0.103, 0.113, 0.094, 0.098, -0.032, 0.041, 0.080, 0.089, 0.062, 0.083, 0.074, 0.087

***

*Q* has the most favorable energy; the next structure is 0.0765 hartree above.